[1]
ORCA calculation (ωB97M-V with the def2-TZVPD basis set) on a molecular structure, C14H35MoP3.

## Properties
- largest force on an atom (eV/Å) = 0.162
- E_HOMO (alpha / beta) (eV) = -14.80 / -14.80
- charge = +2
- E (eV) = -44793.4345
- LUMO (alpha / beta) (eV) = -7.24 / -7.24

Geometry (Å):
Mo 0.346 0.525 0.315
C -0.617 -2.055 -1.954
P -0.334 -1.714 -0.194
C -1.740 -2.532 0.603
C 1.118 -2.770 0.207
C 2.349 -2.281 -0.564
P 2.596 -0.481 -0.316
C 3.831 -0.337 1.010
C 3.397 0.150 -1.812
H -0.688 -3.130 -2.124
H 0.184 -1.646 -2.569
H -1.552 -1.589 -2.263
H -1.828 -3.560 0.249
H -2.659 -2.001 0.356
H -1.622 -2.549 1.687
H 0.893 -3.811 -0.035
H 1.291 -2.727 1.287
H 2.218 -2.449 -1.635
H 3.249 -2.824 -0.270
H 4.758 -0.826 0.705
H 3.472 -0.817 1.921
H 4.042 0.712 1.221
H 4.292 -0.437 -2.023
H 3.682 1.192 -1.670
H 2.719 0.083 -2.662
C 0.173 -0.752 3.644
P -0.551 0.566 2.626
C -0.120 2.096 3.501
C -2.345 0.419 2.816
H -0.176 -0.651 4.673
H 1.261 -0.678 3.647
H -0.116 -1.735 3.273
H -0.481 2.056 4.530
H -0.575 2.953 3.003
H 0.962 2.238 3.520
H -2.598 0.430 3.878
H -2.707 -0.506 2.371
H -2.839 1.262 2.332
C -2.822 1.330 -2.302
C -1.409 1.878 -2.063
C -0.489 1.555 -3.243
C -1.470 3.399 -1.840
C -0.845 1.269 -0.822
H -3.234 1.785 -3.204
H -3.488 1.570 -1.473
H -2.818 0.249 -2.447
H -0.838 2.048 -4.149
H -0.463 0.482 -3.438
H 0.529 1.904 -3.053
H -1.901 3.868 -2.726
H -0.477 3.819 -1.682
H -2.101 3.653 -0.987
H -1.460 1.366 0.145


[2]
ORCA calculation (ωB97M-V with the def2-TZVPD basis set) on 2 unconnected molecules or ions with the total composition C3H6O4.

## Properties
- largest force on an atom (eV/Å) = 2.001
- E_HOMO (eV) = -19.83
- charge = +2
- E (eV) = -11376.8429
- LUMO (eV) = -10.27

Geometry (Å):
H -0.721 -0.850 2.384
C 0.985 -0.060 2.041
O 0.108 -0.555 2.804
O 2.075 0.357 2.511
H 2.231 0.134 3.450
O -2.057 0.350 -2.400
C -0.987 0.002 -2.927
H -2.715 -0.364 -2.279
H -0.222 0.779 -3.028
H -0.831 -1.031 -3.261
C 0.734 0.242 0.535
O 1.705 0.473 -0.114
H -0.305 0.525 0.284


[3]
ORCA calculation (ωB97M-V with the def2-TZVPD basis set) on a molecular structure, C44H45CoNP2Si.

## Properties
- largest force on an atom (eV/Å) = 0.145
- E_HOMO (eV) = -10.76
- charge = +1
- E (eV) = -111926.4950
- LUMO (eV) = -3.34

Geometry (Å):
Co -0.383 0.429 0.540
N -1.806 1.742 -0.005
C -3.094 1.258 -0.456
C -3.666 1.801 -1.595
C -4.921 1.379 -1.999
C -5.592 0.420 -1.253
C -5.001 -0.122 -0.126
C -3.736 0.286 0.300
C -3.113 -0.234 1.540
C -3.967 -0.526 2.607
C -3.480 -0.959 3.827
C -2.114 -1.093 3.997
C -1.256 -0.814 2.942
C -1.716 -0.380 1.689
H -1.461 2.433 -0.668
H -1.967 2.253 0.867
H -3.135 2.564 -2.154
H -5.373 1.801 -2.887
H -6.575 0.085 -1.559
H -5.522 -0.890 0.431
H -5.032 -0.374 2.489
H -4.163 -1.173 4.638
H -1.708 -1.418 4.946
H -0.196 -0.946 3.105
C 2.135 0.107 -2.278
C 1.377 -1.153 -1.853
P -0.249 -1.085 -0.986
C -0.437 -2.841 -0.540
C -0.493 -3.757 -1.596
C -0.564 -5.115 -1.343
C -0.591 -5.575 -0.033
C -0.544 -4.672 1.017
C -0.462 -3.309 0.766
C -1.470 -0.925 -2.327
C -1.170 -0.304 -3.537
C -2.109 -0.256 -4.558
C -3.353 -0.841 -4.382
C -3.658 -1.469 -3.181
C -2.726 -1.507 -2.158
C 2.664 0.962 -1.130
P 1.328 1.773 -0.195
C 0.880 3.214 -1.219
C 0.065 3.010 -2.336
C -0.290 4.068 -3.159
C 0.157 5.349 -2.866
C 0.957 5.565 -1.754
C 1.319 4.506 -0.933
C 2.105 2.468 1.283
C 3.472 2.708 1.372
C 4.014 3.213 2.546
C 3.195 3.484 3.633
C 1.829 3.249 3.550
C 1.290 2.738 2.381
H 1.547 0.727 -2.957
H 2.994 -0.229 -2.863
H 2.002 -1.735 -1.173
H 1.191 -1.777 -2.731
H -0.496 -3.410 -2.623
H -0.606 -5.814 -2.168
H -0.651 -6.637 0.167
H -0.568 -5.025 2.039
H -0.415 -2.615 1.588
H -0.191 0.117 -3.716
H -1.858 0.218 -5.498
H -4.081 -0.819 -5.182
H -4.624 -1.935 -3.041
H -2.966 -2.015 -1.233
H 3.336 1.730 -1.517
H 3.208 0.345 -0.414
H -0.306 2.015 -2.563
H -0.917 3.893 -4.024
H -0.122 6.179 -3.503
H 1.302 6.564 -1.521
H 1.944 4.687 -0.068
H 4.124 2.501 0.533
H 5.079 3.396 2.611
H 3.622 3.875 4.547
H 1.188 3.452 4.398
H 0.223 2.537 2.337
C 3.988 -1.375 3.866
Si 3.582 -2.003 2.158
C 4.956 -1.582 0.958
C 3.240 -3.837 2.154
C 2.063 -1.139 1.574
C 1.066 -0.545 1.204
H 4.902 -1.836 4.246
H 3.181 -1.599 4.567
H 4.132 -0.292 3.855
H 5.886 -2.082 1.238
H 5.150 -0.506 0.948
H 4.707 -1.895 -0.059
H 4.128 -4.403 2.445
H 2.931 -4.176 1.163
H 2.439 -4.083 2.854


[4]
ORCA calculation (ωB97M-V with the def2-TZVPD basis set) on 7 unconnected molecules or ions with the total composition C22H44BrCl12F9NPS.

## Properties
- largest force on an atom (eV/Å) = 0.863
- E_HOMO (eV) = -8.35
- SMILES string = CCCN[PH2](CCC(F)(F)C(F)(F)S(F)(F)(F)(F)F)[C@H](Br)CC.ClCCCl.ClCCCl.ClCCCl.ClCCCl.ClCCCl.ClCCCl
- E (eV) = -289909.5529
- LUMO (eV) = 0.50

Geometry (Å):
C 6.366 -0.993 -0.093
C 5.865 -0.483 -1.460
C 4.506 -1.078 -1.882
N 3.552 -1.164 -0.774
P 1.820 -1.164 -1.315
C 1.812 0.681 -1.370
C 2.365 1.325 -0.074
C 1.782 2.683 0.301
F 1.459 2.696 1.636
F 0.637 2.992 -0.340
C 2.814 3.856 0.206
F 4.005 3.472 0.676
F 2.392 4.857 0.994
S 3.043 4.622 -1.516
F 4.516 4.027 -1.647
F 3.653 5.936 -0.855
F 1.590 5.242 -1.429
F 2.481 3.313 -2.222
F 3.212 5.284 -2.941
C 0.014 -1.373 -1.881
Br -0.186 -0.781 -3.742
C -1.022 -0.805 -0.881
C -2.029 0.224 -1.408
H 6.136 -0.260 0.683
H 5.901 -1.939 0.186
H 7.453 -1.100 -0.119
H 5.778 0.607 -1.420
H 6.596 -0.735 -2.234
H 4.704 -2.068 -2.322
H 4.115 -0.459 -2.697
H 3.692 -2.078 -0.351
H 1.485 -1.848 -0.125
H 2.196 -1.864 -2.499
H 2.515 0.913 -2.174
H 0.845 1.057 -1.697
H 3.447 1.394 -0.173
H 2.207 0.651 0.768
H -0.159 -2.451 -1.941
H -0.468 -0.295 -0.084
H -1.584 -1.636 -0.452
H -2.619 0.594 -0.563
H -1.542 1.091 -1.857
H -2.732 -0.234 -2.108
Cl 0.191 0.349 2.654
C -0.618 1.411 3.840
C -1.277 0.588 4.917
Cl -2.674 -0.306 4.269
H -1.340 2.032 3.316
H 0.152 2.056 4.260
H -1.655 1.228 5.713
H -0.573 -0.120 5.348
Cl 2.019 -3.690 2.516
C 2.543 -5.202 1.722
C 2.870 -4.983 0.270
Cl 1.414 -4.601 -0.687
H 1.752 -5.937 1.848
H 3.428 -5.547 2.252
H 3.306 -5.884 -0.156
H 3.577 -4.166 0.149
Cl -6.970 0.846 -1.433
C -7.118 2.604 -1.710
C -5.794 3.233 -2.062
Cl -4.668 3.253 -0.674
H -7.543 3.057 -0.816
H -7.821 2.730 -2.528
H -5.952 4.270 -2.359
H -5.301 2.716 -2.878
Cl 5.224 -6.538 4.153
C 4.097 -5.863 5.362
C 3.414 -6.942 6.161
Cl 2.278 -7.889 5.165
H 3.374 -5.243 4.836
H 4.683 -5.227 6.023
H 2.835 -6.489 6.964
H 4.133 -7.632 6.595
Cl -6.470 1.870 -4.709
C -6.319 2.421 -6.399
C -4.932 2.929 -6.692
Cl -4.582 4.443 -5.817
H -7.070 3.188 -6.568
H -6.544 1.568 -7.038
H -4.837 3.143 -7.755
H -4.175 2.200 -6.413
Cl -4.525 2.140 2.523
C -6.203 1.587 2.324
C -6.515 0.375 3.164
Cl -5.665 -1.094 2.617
H -6.362 1.396 1.265
H -6.848 2.410 2.631
H -7.582 0.161 3.102
H -6.251 0.536 4.206


[5]
ORCA calculation (ωB97M-V with the def2-TZVPD basis set) on 2 unconnected molecules or ions with the total composition ClH5OSi2.

## Properties
- largest force on an atom (eV/Å) = 2.098
- E_HOMO (eV) = -10.16
- SMILES string = O=[SiH2].[SiH3]Cl
- E (eV) = -30405.5750
- LUMO (eV) = -0.61

Geometry (Å):
O 0.770 -0.075 -0.282
Si -1.532 -0.507 0.875
Si 1.913 0.489 -1.031
Cl -1.809 1.271 -0.103
H -0.440 -0.139 1.689
H -2.447 -1.108 1.920
H -1.492 -1.523 -0.316
H 2.682 1.583 -0.460
H 2.354 0.009 -2.291


[6]
ORCA calculation (ωB97M-V with the def2-TZVPD basis set) on 6 unconnected molecules or ions with the total composition C35H64N2O20PS.

## Properties
- largest force on an atom (eV/Å) = 6.655
- E_HOMO (eV) = -11.52
- charge = +1
- E (eV) = -101370.8703
- LUMO (eV) = -4.82

Geometry (Å):
C 3.211 0.954 -0.268
C 3.405 -0.559 0.289
C 4.527 -0.715 1.417
O 4.073 -1.034 2.757
C 2.912 -0.348 3.145
C 2.915 1.212 3.243
C 4.167 2.154 2.929
C 5.388 1.936 4.001
C 6.709 1.309 3.342
C 4.902 1.123 5.324
C 1.598 1.951 3.696
C 0.388 1.046 4.057
S -1.155 1.924 4.627
C -1.386 1.875 6.477
O -1.068 3.407 4.271
O -2.413 1.392 3.970
C 0.517 -0.511 3.955
P -1.067 -1.459 4.512
C -0.444 -2.647 5.853
C -1.829 -2.396 3.030
C -1.830 -3.993 3.182
N 1.748 -1.176 3.494
N 1.731 -2.551 3.465
C 2.572 -3.187 4.500
C 2.180 -4.707 4.922
O 3.527 -2.670 5.116
C 1.900 -3.135 2.117
C 0.833 -3.147 0.937
O 3.022 -3.679 1.875
H 4.122 1.334 -0.856
H 2.839 1.689 0.520
H 2.359 0.875 -1.050
H 3.772 -1.162 -0.629
H 2.376 -0.978 0.542
H 5.210 -1.591 1.092
H 5.208 0.216 1.351
H 4.528 2.111 1.841
H 3.840 3.253 3.092
H 5.690 2.980 4.401
H 6.788 1.738 2.276
H 6.513 0.176 3.204
H 7.660 1.440 3.959
H 3.989 1.619 5.812
H 4.760 0.008 5.116
H 5.762 1.205 6.088
H 1.530 3.084 3.795
H -2.403 1.431 6.763
H -1.361 2.952 6.895
H -0.524 1.327 7.019
H 0.599 -2.303 6.221
H -1.141 -2.492 6.763
H -0.475 -3.751 5.578
H -1.382 -1.999 2.059
H -2.940 -2.072 3.018
H -2.652 -4.274 3.936
H -0.844 -4.438 3.548
H -2.064 -4.504 2.171
H 1.613 -5.146 4.034
H 3.129 -5.312 5.171
H 1.500 -4.647 5.839
H -0.057 -3.854 1.106
H 1.361 -3.552 -0.008
H 0.473 -2.089 0.633
C -0.517 3.939 -0.078
O -0.483 2.997 -1.150
C -0.410 3.553 -2.373
O -0.373 4.736 -2.614
O -0.385 2.562 -3.280
C -0.308 3.010 -4.635
H -0.576 3.380 0.856
H 0.396 4.540 -0.065
H -1.399 4.578 -0.154
H 0.612 3.574 -4.802
H -1.183 3.611 -4.892
H -0.294 2.128 -5.277
C -3.338 4.791 -2.611
O -4.264 5.875 -2.564
C -4.739 6.243 -3.765
O -4.448 5.741 -4.827
O -5.594 7.266 -3.578
C -6.182 7.766 -4.778
H -3.020 4.578 -1.590
H -3.814 3.895 -3.018
H -2.459 5.061 -3.196
H -6.770 6.988 -5.271
H -5.414 8.155 -5.450
H -6.850 8.584 -4.509
C -1.363 -9.354 2.214
O 0.000 -9.572 1.852
C 0.573 -8.541 1.213
O 0.039 -7.491 0.938
O 1.842 -8.878 0.934
C 2.581 -7.868 0.248
H -1.720 -10.250 2.722
H -1.449 -8.510 2.902
H -1.977 -9.193 1.325
H 2.654 -6.963 0.857
H 2.125 -7.647 -0.720
H 3.587 -8.250 0.076
C -0.282 -6.281 -2.134
O -1.225 -5.211 -2.064
C -1.723 -4.836 -3.256
O -1.442 -5.317 -4.325
O -2.590 -3.830 -3.046
C -3.202 -3.327 -4.234
H 0.053 -6.499 -1.118
H -0.747 -7.179 -2.544
H 0.588 -5.990 -2.728
H -3.784 -4.108 -4.728
H -2.449 -2.919 -4.912
H -3.879 -2.523 -3.945
C -2.268 7.980 -11.089
O -2.933 6.900 -10.436
C -3.767 7.280 -9.453
O -3.980 8.415 -9.103
O -4.322 6.175 -8.928
C -5.238 6.430 -7.864
H -1.624 7.557 -11.861
H -2.991 8.645 -11.568
H -1.644 8.532 -10.382
H -6.078 7.034 -8.216
H -4.733 6.920 -7.030
H -5.625 5.472 -7.516


[7]
ORCA calculation (ωB97M-V with the def2-TZVPD basis set) on C5H9NS in the gas phase.

## Properties
- largest force on an atom (eV/Å) = 5.147
- E_HOMO (eV) = -8.32
- SMILES string = C=CC(=S)N(C)C
- E (eV) = -17653.7212
- LUMO (eV) = -0.42

Geometry (Å):
C 2.156 1.939 -0.145
C 1.020 1.237 0.126
C 0.871 -0.199 0.035
C -0.833 -1.912 -0.476
C -1.666 0.216 0.582
N -0.601 -0.635 0.101
S 2.007 -1.366 -0.357
H 2.406 2.930 -0.212
H 3.157 1.436 -0.328
H 0.129 1.857 0.454
H -1.847 -2.402 -0.166
H -1.034 -1.733 -1.551
H -0.053 -2.672 -0.306
H -1.732 0.986 -0.146
H -2.572 -0.385 0.864
H -1.409 0.704 1.524


[8]
ORCA calculation (ωB97M-V with the def2-TZVPD basis set) on a gas-phase ion, C4H9N2O2 (charge +1).

## Properties
- largest force on an atom (eV/Å) = 4.002
- E_HOMO (eV) = -13.71
- charge = +1
- SMILES string = OC1(O)CNC=[NH+]C1
- E (eV) = -11362.4215
- LUMO (eV) = -3.16

Geometry (Å):
C 1.842 0.184 0.190
C -0.283 1.342 -0.244
C 0.064 -1.309 -0.446
C -1.046 0.062 0.086
N 1.149 1.270 -0.048
N 1.365 -1.027 0.071
O -1.229 -0.056 1.434
O -2.157 0.030 -0.704
H 2.878 0.303 0.486
H -0.519 1.612 -1.278
H -0.679 2.119 0.418
H -0.330 -2.238 -0.052
H 0.023 -1.281 -1.530
H 1.625 2.161 -0.021
H 1.944 -1.812 0.344
H -1.795 -0.802 1.678
H -2.853 -0.557 -0.383


[9]
ORCA calculation (ωB97M-V with the def2-TZVPD basis set) on C15H23ClN4O4S in the gas phase.

## Properties
- largest force on an atom (eV/Å) = 0.097
- E_HOMO (eV) = -8.72
- SMILES string = CO[C@@]1(C(=O)NC[C@H](CO)NC(=O)Cc2cc(Cl)n(C)n2)CCSC1
- E (eV) = -53437.0219
- LUMO (eV) = 0.49

Geometry (Å):
C -0.074 2.208 0.090
O -0.862 1.184 0.684
C -2.107 0.937 0.031
C -1.811 0.259 -1.320
O -2.256 0.665 -2.376
N -0.986 -0.810 -1.199
C -0.338 -1.451 -2.325
C 1.075 -0.895 -2.569
C 1.793 -1.757 -3.597
O 0.921 -1.811 -4.723
N 1.765 -0.822 -1.284
C 3.054 -1.112 -0.979
O 3.877 -1.553 -1.758
C 3.439 -0.861 0.481
C 2.322 -0.674 1.456
C 1.391 -1.628 1.918
C 0.604 -0.915 2.789
Cl -0.728 -1.420 3.735
N 1.050 0.352 2.826
C 0.480 1.484 3.529
N 2.099 0.514 2.004
C -2.901 0.047 0.980
C -3.408 0.919 2.135
S -3.426 2.653 1.547
C -2.962 2.184 -0.140
H 0.920 2.127 0.524
H -0.006 2.081 -0.996
H -0.482 3.198 0.309
H -0.651 -1.017 -0.271
H -0.275 -2.525 -2.134
H -0.951 -1.292 -3.206
H 0.975 0.116 -2.982
H 2.757 -1.327 -3.857
H 1.968 -2.756 -3.185
H 1.411 -2.165 -5.470
H 1.254 -0.339 -0.560
H 4.069 -1.704 0.765
H 4.073 0.027 0.494
H 1.318 -2.674 1.678
H 0.239 1.199 4.551
H 1.233 2.266 3.536
H -0.418 1.833 3.018
H -3.734 -0.398 0.433
H -2.276 -0.766 1.352
H -4.408 0.620 2.442
H -2.754 0.857 3.003
H -2.442 3.004 -0.629
H -3.829 1.936 -0.749


[10]
ORCA calculation (ωB97M-V with the def2-TZVPD basis set) on 4 unconnected molecules or ions with the total composition C3H13NO3.

## Properties
- largest force on an atom (eV/Å) = 3.765
- E_HOMO (eV) = -7.49
- SMILES string = C/C=C/N.O.O.O
- E (eV) = -10952.3691
- LUMO (eV) = 0.23

Geometry (Å):
C 1.695 3.091 -1.658
C 1.250 1.596 -1.898
C 0.696 0.633 -1.093
N 0.455 -0.627 -1.694
H 2.792 3.240 -1.432
H 1.403 3.423 -2.671
H 0.989 3.609 -1.001
H 1.427 1.380 -2.977
H 0.232 0.805 -0.080
H 0.255 -1.469 -1.213
H 0.485 -0.868 -2.641
H -0.019 -3.443 0.485
H -1.611 -3.816 0.168
O -0.603 -4.116 0.048
H -2.453 0.788 2.303
H -3.192 -0.467 3.120
O -2.468 0.206 3.183
H -0.600 -0.071 2.692
H 0.845 -0.198 1.986
O -0.127 0.104 1.896